{
  "formula": "C3H9ClS3Si",
  "method": "wB97M-V/def2-TZVPD",
  "elements": ["C", "C", "C", "Si", "S", "S", "S", "Cl", "H", "H", "H", "H", "H", "H", "H", "H", "H"],
  "coordinates": [[-0.536861, -2.482662, 0.137732], [-0.175198, 1.068109, -2.285723], [0.498035, 1.456738, 2.143538], [1.492071, -0.227467, -0.153678], [0.933734, -2.130368, -0.895635], [1.409410, 1.437415, -1.451389], [1.663797, 0.064634, 1.930028], [-2.279570, 0.318904, 0.370584], [-1.175792, -1.595582, 0.188013], [-0.222190, -2.799127, 1.126079], [-1.058712, -3.287949, -0.370491], [-0.347040, 1.893099, -2.967340], [-0.967512, 1.007895, -1.539258], [-0.089909, 0.138843, -2.840016], [0.427497, 1.612457, 3.214773], [-0.471590, 1.182186, 1.727561], [0.899829, 2.342875, 1.665223]],
  "atomic_forces_ev_per_a": [[0.103, 0.010, 0.332], [-0.030, -0.278, -0.117], [0.084, 0.243, -0.177], [-1.703, 0.153, 0.221], [0.512, 0.832, -0.001], [0.343, -0.597, 0.735], [0.129, -0.416, -0.897], [0.483, 0.128, -0.061], [0.005, -0.075, 0.002], [-0.003, -0.064, 0.044], [0.091, -0.096, -0.105], [0.086, 0.135, -0.079], [-0.048, -0.012, 0.035], [-0.032, 0.008, -0.050], [0.071, -0.041, 0.116], [-0.069, -0.016, -0.017], [-0.021, 0.089, 0.020]],
  "total_energy_ev": -56163.577,
  "gap_ha": 0.2317,
  "spin_multiplicity": 1,
  "homo_ev": -8.38,
  "e_lumo_ha": -0.0762
}

{
  "formula": "C7H11NOS2",
  "method": "wB97M-V/def2-TZVPD",
  "elements": ["O", "S", "C", "C", "C", "C", "S", "H", "H", "H", "H", "C", "C", "C", "N", "H", "H", "H", "H", "H", "H", "H"],
  "coordinates": [[1.913981, 2.361238, -0.079365], [3.033953, 1.281201, 0.613921], [2.794584, -0.189607, -0.281576], [3.379802, -1.436353, -0.202882], [2.734789, -2.468228, -0.886340], [1.667835, -1.933655, -1.546290], [1.416590, -0.287505, -1.379415], [1.181444, 1.824423, -0.160935], [4.178315, -1.544594, 0.481489], [2.906152, -3.519513, -0.881543], [0.915549, -2.689163, -1.931980], [-1.395066, 0.788684, 1.599046], [-2.163841, 1.067388, 0.296859], [-3.579984, 0.464958, 0.218310], [-1.649504, 1.691607, -0.622708], [-2.064252, 1.010262, 2.400234], [-0.986140, -0.196658, 1.703063], [-0.563034, 1.287259, 1.843067], [-4.232291, 1.062131, -0.306889], [-4.056001, 0.262504, 1.159107], [-3.406320, -0.391911, -0.391420], [-2.026561, 1.555533, -1.643754]],
  "atomic_forces_ev_per_a": [[3.690, 0.400, 0.467], [0.214, 0.918, 0.198], [-1.110, -0.756, -1.422], [0.567, 1.633, 1.306], [-1.091, 1.385, -0.581], [-1.512, -3.522, -0.778], [0.502, 0.389, 0.594], [-3.564, -1.331, -0.280], [0.905, -0.397, 0.453], [0.442, -0.378, 0.157], [0.763, 1.683, -0.139], [-3.083, -0.792, -0.818], [-1.485, -1.496, 2.524], [2.239, -0.513, 0.737], [2.210, 0.619, -4.641], [-0.599, -0.344, 0.855], [-0.678, -1.200, -0.337], [3.141, 2.925, -0.084], [-1.230, 1.704, -1.334], [0.156, -0.501, 0.499], [-0.384, -1.231, -0.144], [-0.094, 0.804, 2.769]],
  "de_lowest_kj_mol": 311.0,
  "total_energy_ev": -32642.475,
  "gap_ha": 0.3088,
  "spin_multiplicity": 1,
  "homo_ev": -7.82,
  "e_lumo_ha": 0.0212
}